1.
{"formula": "C5H7N", "method": "the ωB97M-V functional and the def2-TZVPD basis", "e_tot_ha": -249.13220, "homo_ev": [-5.238, -9.998], "molar_mass_g_mol": 81.12, "e_lumo_ev": [0.992, -1.089], "gap_ev": [6.23, 8.91], "max_force_ha_per_bohr": 0.18318, "s2": 2.01, "multiplicity": 3, "de_lowest_kcal_mol": 100.59, "charge": 0, "species": ["C", "C", "C", "C", "C", "N", "H", "H", "H", "H", "H", "H", "H"], "xyz": [[3.077, 0.104, 0.254], [-0.552, 0.745, 0.414], [-1.578, 0.402, -0.110], [1.991, -0.133, -0.376], [-2.955, 0.089, -0.534], [2.452, -1.221, 0.481], [3.950, 0.653, 0.616], [0.424, 0.816, 0.984], [2.010, -1.211, 1.372], [1.211, -0.142, -1.092], [-3.715, 0.892, -0.475], [-2.988, -0.186, -1.612], [-3.328, -0.809, 0.077]]}

---

2.
{"formula": "C3H6NP", "method": "the ωB97M-V functional and the def2-TZVPD basis", "e_tot_ha": -513.83322, "homo_ev": [-9.773, -9.774], "molar_mass_g_mol": 87.06, "e_lumo_ev": [-2.168, -2.167], "gap_ev": [7.61, 7.61], "max_force_ha_per_bohr": 0.06687, "de_lowest_kcal_mol": 85.65, "charge": 0, "species": ["C", "C", "C", "N", "P", "H", "H", "H", "H", "H", "H"], "xyz": [[-1.962, 1.097, 0.154], [0.632, -1.084, 0.709], [0.464, 1.079, -0.858], [-2.945, 0.933, 0.735], [0.985, -0.550, -0.954], [-0.096, -0.473, 1.094], [1.395, -0.948, 1.438], [0.554, -2.169, 0.780], [0.317, 1.698, -1.740], [0.892, 1.673, 0.071], [-0.237, -1.256, -1.429]]}

---

3.
{"formula": "C2H5N3O", "method": "the ωB97M-V functional and the def2-TZVPD basis", "e_tot_ha": -318.66513, "homo_ev": -9.564, "molar_mass_g_mol": 87.08, "e_lumo_ev": 0.733, "gap_ev": 10.30, "max_force_ha_per_bohr": 0.16990, "smiles": "[H]/N=C(\\N)NC=O", "de_lowest_kcal_mol": 53.56, "charge": 0, "species": ["C", "C", "H", "H", "H", "H", "H", "N", "N", "N", "O"], "xyz": [[0.143, 0.763, -0.282], [-0.496, -1.056, 1.031], [0.182, -0.840, -1.056], [0.453, 0.535, -2.042], [0.226, 2.167, -1.468], [-0.367, 0.783, 1.669], [-1.289, -1.469, 1.777], [0.788, 0.073, -1.187], [-0.045, 2.013, -0.377], [-0.085, 0.127, 0.984], [-0.212, -1.864, 0.086]]}